{"formula": "C2H14O5", "method": "ωB97M-V/def2-TZVPD", "orbital_gap_ha": [0.354, 0.112], "multiplicity": 2, "s_squared": 0.755, "total_charge": 1, "symbols": ["C", "O", "C", "H", "H", "H", "H", "H", "H", "H", "H", "O", "H", "H", "O", "H", "H", "O", "H", "H", "O"], "xyz": [[-1.57, -0.65, 1.61], [-1.07, -1.78, 0.85], [-2.24, 0.44, 0.71], [-0.69, -0.22, 2.20], [-2.26, -1.08, 2.36], [-0.65, -2.41, 1.47], [-2.47, 0.09, -0.38], [-1.46, 1.23, 0.42], [-3.11, 0.78, 1.16], [0.95, -0.79, 0.65], [2.20, -0.45, -0.12], [1.88, -1.15, 0.48], [1.86, 0.39, -1.66], [1.85, -0.29, -3.10], [1.70, 0.50, -2.55], [3.30, -0.44, 2.05], [3.80, -1.09, 3.30], [3.36, -0.25, 3.03], [-2.24, 3.02, -3.96], [-1.23, 2.08, -4.62], [-1.92, 2.09, -3.93]], "mulliken_spin": [0.055, 0.679, 0.016, 0.098, 0.104, -0.015, 0.005, 0.020, 0.003, 0.003, 0.000, 0.031, 0.000, 0.000, 0.000, 0.000, 0.000, 0.003, 0.000, 0.000, 0.000]}

***

{"formula": "C17H20F6N2OSr", "method": "ωB97M-V/def2-TZVPD", "orbital_gap_ha": 0.205, "multiplicity": 1, "total_charge": 0, "symbols": ["C", "C", "H", "H", "H", "H", "H", "H", "C", "C", "C", "C", "H", "H", "H", "H", "N", "C", "C", "N", "C", "C", "C", "H", "H", "C", "H", "H", "Sr", "C", "H", "H", "H", "C", "C", "O", "C", "F", "F", "F", "C", "F", "F", "F", "H", "H", "H"], "xyz": [[-4.10, -0.03, -0.06], [-4.20, 1.22, -0.93], [-3.96, -0.95, -0.65], [-5.05, -0.17, 0.47], [-3.39, 0.05, 0.78], [-3.36, 1.37, -1.61], [-5.12, 1.17, -1.53], [-4.33, 2.11, -0.31], [0.69, -2.95, -0.30], [1.66, -3.95, -0.46], [2.72, -3.71, -1.34], [2.80, -2.46, -1.97], [-0.09, -3.03, 0.47], [1.58, -4.86, 0.13], [3.49, -4.47, -1.51], [3.68, -2.16, -2.54], [0.66, -1.84, -1.06], [1.75, -1.53, -1.81], [1.86, -0.13, -2.28], [0.87, 0.71, -1.87], [1.01, 2.03, -2.10], [3.08, 1.73, -3.30], [2.07, 2.57, -2.84], [0.23, 2.66, -1.66], [2.06, 3.64, -3.03], [2.98, 0.37, -2.97], [3.79, -0.31, -3.22], [3.91, 2.11, -3.88], [-1.18, 0.09, -0.27], [-1.65, 2.81, -0.44], [-1.86, 2.97, -1.51], [-0.75, 3.36, -0.09], [-2.53, 3.01, 0.19], [1.37, 0.46, 3.53], [0.21, -0.05, 2.67], [0.43, 0.03, 1.34], [-0.14, -1.55, 2.99], [-0.39, -1.75, 4.31], [-1.26, -1.97, 2.30], [0.88, -2.39, 2.63], [-1.02, 0.80, 3.07], [-1.38, 0.71, 4.37], [-0.85, 2.12, 2.77], [-2.15, 0.41, 2.35], [2.25, -0.20, 3.41], [1.08, 0.52, 4.58], [1.65, 1.46, 3.16]], "mulliken_charge": [-0.233, -0.784, 0.325, 0.374, -0.260, 0.251, 0.361, 0.251, -0.158, -0.921, -0.333, -0.539, 0.460, 0.397, 0.410, 0.277, 0.112, 0.299, 0.376, 0.108, -0.107, -0.476, -0.854, 0.265, 0.429, -0.485, 0.257, 0.419, 1.780, -1.616, 0.382, 0.290, 0.242, -1.880, 0.804, -1.096, 0.851, -0.289, -0.236, -0.267, 0.509, -0.276, -0.263, -0.360, 0.396, 0.392, 0.420]}

***

{"formula": "C4H5OPS", "method": "ωB97M-V/def2-TZVPD", "smiles": "POc1cccs1", "orbital_gap_ha": 0.341, "multiplicity": 1, "total_charge": 0, "symbols": ["P", "O", "C", "C", "C", "C", "S", "H", "H", "H", "H", "H"], "xyz": [[1.63, -1.27, 2.01], [0.00, -1.08, 1.51], [-0.15, -0.23, 0.35], [-1.29, 0.04, -0.29], [-1.16, 1.04, -1.30], [0.05, 1.61, -1.30], [1.12, 0.84, -0.12], [2.16, -1.71, 0.90], [1.27, -2.43, 2.38], [-2.22, -0.60, -0.36], [-1.85, 1.36, -1.99], [0.44, 2.44, -1.80]], "mulliken_charge": [0.079, -0.349, 0.487, -0.435, -0.460, -0.390, -0.131, 0.044, 0.015, 0.284, 0.421, 0.435]}

***

Calculated values (Eh) of calculated total energy for the records, taken in order: -460.346152; -1474.482255; -970.123865.
Calculated values (kcal per mole) of relative energy (zero: lowest compared OMol25 entry of this formula, charge and spin) for the records, taken in order: 61.0; 3.0; 45.0.